No. 1
# C4H3N2OS

2 unconnected molecules or ions with the total composition C4H3N2OS (ωB97M-V/def2-TZVPD, OMol25).

Element x y z (Å)
C1 -3.17932 -1.37337 0.13062
C2 -1.29307 -0.53890 -0.33176
C3 -2.15175 0.50904 -0.05555
C4 1.56242 0.70918 -0.20727
N1 -1.96789 -1.70771 -0.18406
N2 2.47480 0.23765 0.45445
O1 -3.39024 -0.04988 0.22824
S1 -1.97839 2.18819 -0.07345
H1 -4.01039 -2.03114 0.30813
H2 1.40380 1.61712 -0.77551
H3 3.38552 0.70234 0.61448

## Properties
LUMO energy (alpha / beta) = 0.1327 / 0.1346 hartree
strongest force on any atom = 0.0328 Eh/bohr
HOMO energy (alpha / beta) = -2.64 / -2.44 eV
2S+1 = 1
energy above the lowest of the compared OMol25 structures with the same formula, charge and spin = 125.38 kcal/mol
gap between HOMO and LUMO (alpha / beta) = 6.245 / 6.099 eV
E = -20055.2068 eV
total charge = -1

No. 2
# C20H42CrNPSi2

A molecular structure, C20H42CrNPSi2 (ωB97M-V/def2-TZVPD, OMol25).

Element x y z (Å)
C1 -2.51829 0.88978 -4.11735
C2 -2.20894 -0.35650 -3.59369
C3 -1.35855 -0.51772 -2.46938
C4 -0.87859 0.61335 -1.77889
C5 -1.11249 1.84819 -2.40043
C6 -1.96717 1.99562 -3.50696
C7 -1.11665 -1.95535 -2.07427
C8 0.31539 -2.55860 -1.97152
N1 1.46875 -1.70863 -1.97429
Cr1 -0.02298 0.97068 0.36444
C9 -0.44639 3.08207 -1.83537
P1 1.08515 2.48429 -0.99475
H1 -2.64329 -1.24193 -4.03904
H2 -2.17516 2.99663 -3.87136
H3 -3.18731 0.98146 -4.97293
H4 -1.08450 3.58095 -1.09153
H5 -0.16703 3.81011 -2.60978
H6 -1.61310 -2.13689 -1.11490
H7 -1.62325 -2.60503 -2.80525
H8 0.35056 -3.16966 -1.04935
C10 1.63151 3.87081 0.02810
C11 2.23945 2.44290 -2.40092
H9 0.43080 -3.23276 -2.83354
C12 1.79906 -0.95598 -3.17117
C13 2.56983 -2.01862 -1.07742
H10 1.57463 1.13727 1.43687
H11 2.18250 -1.65021 -3.93553
H12 0.88574 -0.45252 -3.55063
H13 2.58891 -0.23238 -2.91289
H14 3.21775 -2.78672 -1.53384
H15 3.17190 -1.11554 -0.91970
H16 2.17891 -2.41091 -0.11509
H17 2.48639 3.47106 -2.71893
H18 3.16157 1.92782 -2.10250
H19 1.80620 1.91105 -3.26253
H20 1.79935 4.75884 -0.59340
H21 0.88604 4.07672 0.80455
H22 2.56244 3.56410 0.51981
H23 1.69857 0.65185 0.85007
C14 -0.21124 1.22470 3.82960
Si1 -1.39951 0.69345 2.46362
C15 -3.01036 0.11129 3.20570
C16 -1.78445 2.22958 1.39087
C17 -0.66438 -0.68935 1.36989
Si2 0.18608 -2.03129 2.36738
C18 -0.73260 -2.44337 3.97125
C19 0.18893 -3.68747 1.45442
C20 1.96188 -1.61075 2.83735
H24 -0.70642 2.04014 4.37356
H25 0.74435 1.60594 3.44525
H26 0.00364 0.41167 4.53157
H27 -3.44275 0.94831 3.77405
H28 -3.71184 -0.18539 2.41123
H29 -2.85944 -0.74346 3.87719
H30 -0.99429 2.99758 1.29924
H31 -2.25257 2.03859 0.41102
H32 -2.57402 2.72547 1.98224
H33 -1.49635 -1.16615 0.80535
H34 -1.79444 -2.64643 3.77517
H35 -0.28863 -3.36206 4.38775
H36 -0.67135 -1.65710 4.73527
H37 1.11245 -3.89837 0.90130
H38 0.06376 -4.49903 2.18782
H39 -0.65304 -3.75803 0.75506
H40 2.61038 -1.45056 1.96712
H41 2.01980 -0.71425 3.46664
H42 2.38862 -2.44322 3.41835

## Properties
LUMO energy (alpha / beta) = 0.0126 / 0.0098 hartree
strongest force on any atom = 0.0648 Eh/bohr
HOMO energy (alpha / beta) = -7.09 / -7.25 eV
2S+1 = 5
⟨S²⟩ = 6.055
energy above the lowest of the compared OMol25 structures with the same formula, charge and spin = 0.00 kcal/mol
gap between HOMO and LUMO (alpha / beta) = 7.428 / 7.512 eV
E = -76374.8312 eV
total charge = 0

No. 3
# C42H58BrN3O4Re

A molecular structure, C42H58BrN3O4Re (ωB97M-V/def2-TZVPD, OMol25).

Element x y z (Å)
Re1 1.25642 -0.73069 -0.94193
C1 2.15032 -3.47270 0.30656
N1 1.65284 -2.97098 -1.00415
C2 2.66117 -3.39765 -2.01861
C3 0.37944 -3.66420 -1.32822
C4 -0.73705 -3.00612 -0.56319
N2 -0.77349 -1.57312 -0.88665
C5 -1.61394 -0.89950 0.14755
C6 -1.15727 -1.04775 1.57989
C7 -2.14727 -1.26929 2.53420
C8 -1.86298 -1.30336 3.88582
C9 -0.53512 -1.08193 4.25665
C10 0.49337 -0.85612 3.35623
C11 0.17982 -0.86868 1.97081
O1 1.15098 -0.68045 1.08787
C12 1.91148 -0.51737 3.84101
C13 2.26597 0.91245 3.39811
C14 2.02129 -0.56833 5.36802
C15 2.95485 -1.49461 3.28212
C16 -2.92080 -1.53641 4.96336
C17 -4.30270 -1.79932 4.36488
C18 -2.53140 -2.74903 5.82026
C19 -3.01509 -0.29396 5.86052
C20 -1.43061 -1.43468 -2.21219
C21 -1.68098 -0.01952 -2.62312
C22 -2.75305 0.24043 -3.45820
C23 -2.99387 1.51573 -3.95212
C24 -2.13045 2.52440 -3.54356
C25 -1.05848 2.32156 -2.67391
C26 -0.83775 1.01040 -2.22619
O2 0.14779 0.76844 -1.32950
C27 -0.14241 3.48047 -2.25872
C28 -0.08438 3.62357 -0.72782
C29 -0.64020 4.81905 -2.81231
C30 1.26234 3.22819 -2.82728
C31 -4.16664 1.75616 -4.90232
C32 -4.25232 3.21262 -5.35890
C33 -5.48132 1.39659 -4.19678
C34 -4.00079 0.87314 -6.14750
H1 2.29526 -4.55380 0.23830
H2 1.44068 -3.24098 1.09475
H3 3.09464 -2.98552 0.52008
H4 2.78281 -4.48147 -1.94761
H5 3.60508 -2.90260 -1.80906
H6 2.33258 -3.11211 -3.01181
H7 0.46366 -4.71480 -1.03200
H8 0.22982 -3.63821 -2.40601
H9 -0.54508 -3.09742 0.50594
H10 -1.71432 -3.45728 -0.76091
H11 -2.61570 -1.33525 0.04662
H12 -1.68929 0.15182 -0.12773
H13 -3.16259 -1.41405 2.18519
H14 -0.30409 -1.07305 5.31184
H15 1.52851 1.62247 3.77930
H16 2.28992 0.99458 2.31236
H17 3.24445 1.19357 3.79683
H18 1.37714 0.17000 5.84955
H19 3.04981 -0.34464 5.65634
H20 1.77294 -1.55612 5.76215
H21 3.00367 -1.43214 2.19963
H22 2.72028 -2.52173 3.57525
H23 3.94040 -1.24806 3.68615
H24 -4.30417 -2.69003 3.73274
H25 -4.65228 -0.95314 3.77018
H26 -5.02416 -1.95875 5.16812
H27 -2.42470 -3.64176 5.20079
H28 -3.29888 -2.94300 6.57329
H29 -1.58700 -2.58692 6.34146
H30 -3.29006 0.58467 5.27409
H31 -2.06391 -0.08468 6.35195
H32 -3.77028 -0.44075 6.63654
H33 -2.38562 -1.97448 -2.19096
H34 -0.78065 -1.90692 -2.94896
H35 -3.40433 -0.58195 -3.73589
H36 -2.30281 3.52500 -3.90485
H37 -1.09098 3.71746 -0.31268
H38 0.46820 4.53160 -0.47237
H39 0.41182 2.78314 -0.25505
H40 -1.64527 5.05830 -2.45805
H41 -0.64129 4.83660 -3.90363
H42 0.03029 5.61091 -2.47396
H43 1.67119 2.28080 -2.48174
H44 1.93852 4.02828 -2.51296
H45 1.23350 3.21212 -3.91836
H46 -4.40664 3.89222 -4.51836
H47 -5.09798 3.32956 -6.03899
H48 -3.35071 3.52116 -5.89155
H49 -5.63820 2.03394 -3.32441
H50 -5.48519 0.35889 -3.85995
H51 -6.32576 1.53115 -4.87675
H52 -3.05805 1.09054 -6.65232
H53 -4.81840 1.05306 -6.84942
H54 -4.00662 -0.18740 -5.89220
N3 1.67001 -0.93828 -4.16519
C35 1.53816 -0.84740 -3.01849
Br1 8.65906 -0.87772 0.63412
C36 7.18046 0.30184 0.53751
C37 7.33540 1.62248 0.92949
C38 6.24989 2.48482 0.85791
C39 5.02636 2.03024 0.39582
C40 4.89040 0.70247 0.01054
C41 5.96658 -0.17333 0.07852
C42 3.57789 0.23374 -0.46764
O3 2.62272 0.99464 -0.72635
O4 3.32145 -1.00139 -0.65084
H55 8.29486 1.97080 1.28556
H56 6.36623 3.51563 1.16419
H57 4.16971 2.68740 0.32752
H58 5.85302 -1.20621 -0.22430

## Properties
LUMO energy (alpha / beta) = 0.0054 / -0.0090 hartree
strongest force on any atom = 0.0281 Eh/bohr
HOMO energy (alpha / beta) = -7.23 / -7.54 eV
2S+1 = 2
⟨S²⟩ = 0.755
energy above the lowest of the compared OMol25 structures with the same formula, charge and spin = 0.00 kcal/mol
gap between HOMO and LUMO (alpha / beta) = 7.371 / 7.293 eV
E = -129331.6221 eV
total charge = 0

No. 4
# C4H8O2

A single C4H8O2 molecule (ωB97M-V/def2-TZVPD, OMol25).

Element x y z (Å)
C1 -1.82003 -0.16333 0.34455
C2 -0.53131 -0.74106 -0.24701
O1 -0.04413 0.21037 -1.17337
C3 0.92367 0.94773 -0.45462
C4 1.60075 -0.17914 0.30090
O2 0.46695 -0.90236 0.75574
H1 -1.89925 -0.35774 1.41556
H2 -2.70991 -0.51996 -0.18219
H3 -1.78717 0.92535 0.19721
H4 -0.60015 -1.69331 -0.79364
H5 1.51869 1.47788 -1.19377
H6 0.47481 1.66252 0.26013
H7 2.20219 0.11736 1.16187
H8 2.20488 -0.78430 -0.39134

## Properties
LUMO energy = 0.0402 hartree
strongest force on any atom = 0.0107 Eh/bohr
HOMO energy = -9.83 eV
2S+1 = 1
energy above the lowest of the compared OMol25 structures with the same formula, charge and spin = 32.75 kcal/mol
gap between HOMO and LUMO = 10.922 eV
E = -8371.8617 eV
SMILES = CC1OCCO1
total charge = 0